Record 1
Here is a cluster of 2 separate species, C3H2FNO in total in a non-equilibrium geometry from OMol25. Energies are from wB97M-V/def2-TZVPD.

## Properties
- charge = 0
- SMILES = O=C=CF.C#N
- M (g mol⁻¹) = 87.05
- lowest unoccupied orbital energy (eV) = -0.090
- spin multiplicity = 1

Atoms and positions in Å:
O1 -2.7405 -0.9571 -0.2674
C1 -1.8661 -0.2674 0.0578
C2 -0.8670 0.4404 0.4959
F1 -0.5122 1.6335 -0.0545
H1 -0.2246 0.1178 1.2986
C3 2.0674 -0.3151 -0.5377
N1 2.2862 -0.9748 0.3645
H2 1.8568 0.3226 -1.3573

Record 2
Here is a structure of composition C3H2FO2Pb in a non-equilibrium geometry from OMol25. Energies are from wB97M-V/def2-TZVPD.

## Properties
- charge = 0
- M (g mol⁻¹) = 296.25
- lowest unoccupied orbital energy (spin up / spin down) (eV) = -1.888 / -1.810
- spin multiplicity = 2

Atoms and positions in Å:
F1 -1.9131 0.9778 1.1253
O1 0.9990 -1.0519 -0.0449
O2 -1.8401 -1.2077 0.6021
C1 0.7595 0.0625 -0.7174
C2 -0.4301 0.6745 -0.2654
C3 -1.1647 -0.2124 0.6097
H1 0.8814 0.0184 -1.8125
H2 -0.3710 1.7601 -0.1956
Pb1 3.0792 -1.0213 0.6987

Record 3
Here is a structure of composition C3H2FO2Tl in a non-equilibrium geometry from OMol25. Energies are from wB97M-V/def2-TZVPD.

## Properties
- charge = +3
- M (g mol⁻¹) = 293.43
- lowest unoccupied orbital energy (spin up / spin down) (eV) = -19.447 / -19.734
- spin multiplicity = 2

Atoms and positions in Å:
O1 0.2411 -2.1192 0.2569
H1 -0.3691 1.9089 0.2658
O2 -0.8977 -0.0374 0.5973
C1 -0.3007 0.9175 -0.2012
C2 1.0127 0.1938 -0.2378
C3 0.5648 -1.0020 0.4811
F1 2.1882 0.7440 -0.1448
Tl1 -2.4337 -1.1833 0.4034
H2 -0.0057 0.5779 -1.4208

Record 4
Here is a structure of composition C3H2FO3Rb from OMol25. Energies are from wB97M-V/def2-TZVPD.

## Properties
- charge = 0
- M (g mol⁻¹) = 190.51
- lowest unoccupied orbital energy (eV) = -0.536
- spin multiplicity = 1

Atoms and positions in Å:
C1 -0.2300 -1.1908 -0.1747
C2 -1.1434 -0.5505 0.8202
O1 -1.3762 0.7386 0.2353
C3 -0.7970 0.8925 -0.9174
O2 -0.1466 -0.2501 -1.2184
O3 0.3591 -2.2163 -0.2047
H1 -0.6608 -0.4276 1.7964
H2 -2.0914 -1.0915 0.9223
F1 2.7009 2.7304 0.3971
Rb1 3.3854 1.3654 -1.6561

Record 5
Here is a cluster of 3 separate species, C3H2I2O in total in a non-equilibrium geometry from OMol25. Energies are from wB97M-V/def2-TZVPD.

## Properties
- charge = 0
- M (g mol⁻¹) = 307.86
- lowest unoccupied orbital energy (eV) = 0.271
- spin multiplicity = 1

Atoms and positions in Å:
C1 -0.8372 -0.4334 -1.5134
C2 0.2459 -0.5555 -2.0092
C3 2.6197 0.2648 -0.0013
O1 1.6315 0.2987 0.5498
I1 2.1099 -0.8524 -2.7145
I2 -1.9385 -0.0013 3.4599
H1 -1.8047 -0.2932 -1.1339
H2 -2.0267 1.5723 3.3626

Record 6
Here is a structure of composition C3H2I2O2 in a non-equilibrium geometry from OMol25. Energies are from wB97M-V/def2-TZVPD.

## Properties
- charge = 0
- M (g mol⁻¹) = 323.85
- lowest unoccupied orbital energy (eV) = -0.179
- spin multiplicity = 1

Atoms and positions in Å:
C1 -0.9826 1.0051 1.4725
C2 0.7272 -1.0671 -0.1786
C3 0.2301 -0.1773 -1.0074
O1 -1.7578 1.6527 0.9136
O2 -0.0973 0.3796 1.8608
I1 1.3965 1.5863 -1.3474
I2 -1.3375 -0.4773 -2.3641
H1 0.2344 -1.9137 0.2380
H2 1.5870 -0.9882 0.4124

Record 7
Here is a structure of composition C3H2I2O2 in a non-equilibrium geometry from OMol25. Energies are from wB97M-V/def2-TZVPD.

## Properties
- charge = 0
- M (g mol⁻¹) = 323.85
- lowest unoccupied orbital energy (eV) = -0.188
- spin multiplicity = 1

Atoms and positions in Å:
C1 1.3827 -0.6195 2.5929
C2 0.2881 -0.0134 -0.2385
C3 1.6031 -0.0160 -0.2834
O1 2.3350 -0.1175 3.0238
O2 0.4602 -1.1590 2.1637
I1 2.7594 -1.7642 -0.3854
I2 2.7601 1.7751 -0.0477
H1 -0.3805 0.9427 0.0744
H2 -0.3208 -0.7672 -0.5135

Record 8
Here is a cluster of 2 separate species, C3H2INS in total in a non-equilibrium geometry from OMol25. Energies are from wB97M-V/def2-TZVPD.

## Properties
- charge = 0
- M (g mol⁻¹) = 211.03
- lowest unoccupied orbital energy (spin up / spin down) (eV) = -0.731 / -1.988
- spin multiplicity = 1

Atoms and positions in Å:
C1 -0.9092 1.5494 -0.6927
C2 0.7701 -2.1263 -1.3859
C3 -1.9378 1.0252 -0.0594
N1 -0.0226 -1.3399 -1.1086
S1 0.2746 2.7373 -0.4660
I1 -3.6370 -0.0433 0.0552
H1 -0.6505 0.9947 -1.4940
H2 1.5261 -2.8724 -1.5830